Formula: C11H18N3O3
Source: the Open Molecules 2025 dataset
Level of theory: ωB97M-V/def2-TZVPD

The value obtained for the LUMO energy is -4.90 eV. Its total energy is -819.5448 Ha. As for the energy above the lowest of the compared OMol25 structures with the same formula, charge and spin: 0.0 kcal/mol. Its charge is +1. Its SMILES is C=Cc1ccc(O)[n+](OCCNC[C@@H](C)O)n1.

Atoms and positions in Å:
C1 -0.177 -1.075 -3.945
C2 -0.508 -1.762 -2.858
C3 -1.504 -1.167 -1.924
C4 -2.835 -1.614 -1.950
C5 -3.738 -1.023 -1.135
C6 -3.243 -0.029 -0.286
O1 -4.056 0.636 0.551
N1 -1.956 0.285 -0.323
O2 -1.494 1.253 0.524
C7 -1.108 0.672 1.835
C8 0.177 1.305 2.370
N2 1.367 0.466 2.303
C9 1.686 0.024 0.949
C10 3.213 0.059 0.701
C11 3.591 1.459 0.227
O3 3.915 -0.314 1.857
N3 -1.042 -0.231 -1.130
H1 -0.748 -0.215 -4.252
H2 0.682 -1.356 -4.532
H3 -0.072 -2.719 -2.617
H4 -3.104 -2.408 -2.624
H5 -4.779 -1.289 -1.123
H6 -4.108 0.166 1.395
H7 -1.920 0.929 2.510
H8 -1.026 -0.402 1.724
H9 0.000 1.474 3.429
H10 0.371 2.279 1.930
H11 1.224 -0.328 2.909
H12 1.321 -0.982 0.718
H13 1.230 0.692 0.225
H14 3.451 -0.651 -0.090
H15 3.136 2.167 0.919
H16 4.663 1.598 0.165
H17 3.113 1.634 -0.732
H18 4.278 0.466 2.279

Here are the natural (NBO) charges for atoms 1 to 6, given in e: -0.29, -0.27, 0.18, -0.12, -0.21, 0.51